1.
Entry from OMol25: C3H9NO2 in the gas phase (ωB97M-V/def2-TZVPD).

Results
- E_LUMO (Eh) = 0.03060
- HOMO (eV) = -9.77
- SMILES string = CC(C)(O)ON
- ΔE to the lowest compared entry with this formula, charge and spin (eV) = 2.865
- frontier orbital gap (eV) = 10.61

Structure (ORCA input):
```
! wB97M-V def2-TZVPD RIJCOSX def2/J DEFGRID3
* xyz 0 1
C 0.24 0.11 0.10
C 0.23 1.06 1.47
C 0.01 0.97 -1.13
N -0.66 -2.01 -0.58
O -0.82 -0.75 0.38
O 1.48 -0.53 0.01
H 1.23 -1.44 -0.25
H -1.58 -1.98 -1.03
H -0.73 -2.75 0.12
H 0.38 0.44 2.35
H 1.07 1.76 1.38
H -0.71 1.60 1.55
H -0.96 1.47 -1.08
H 0.81 1.70 -1.26
H 0.00 0.33 -2.03
*
```

---

2.
Entry from OMol25: 7 unconnected molecules or ions with the total composition C16H37O6S5 (ωB97M-V/def2-TZVPD).

Results
- E_LUMO (Eh) = 0.07872
- HOMO (eV) = -4.42
- ΔE to the lowest compared entry with this formula, charge and spin (eV) = 0.000
- frontier orbital gap (eV) = 6.56

Structure (ORCA input):
```
! wB97M-V def2-TZVPD RIJCOSX def2/J DEFGRID3
* xyz -1 1
O -6.01 41.93 4.64
H -5.52 42.84 4.83
C -6.76 40.19 1.67
S -6.88 42.02 1.67
O -6.63 42.56 0.29
C -8.62 42.19 2.03
H -7.70 39.81 1.21
H -6.60 39.73 2.81
H -5.95 39.99 1.11
H -8.94 43.42 2.14
H -9.08 41.95 2.97
H -9.14 41.71 1.20
C -9.91 42.43 6.67
S -8.75 43.29 5.59
O -9.62 44.25 4.81
C -7.94 44.33 6.88
H -10.59 43.29 7.21
H -9.51 42.17 7.49
H -10.30 41.73 6.14
H -7.54 43.94 7.70
H -8.68 45.05 7.31
H -7.11 44.84 6.33
C -3.90 44.47 6.18
S -3.37 42.91 6.90
O -2.10 43.41 7.70
C -4.66 42.71 8.10
H -3.33 45.03 5.63
H -3.98 45.03 7.08
H -4.99 44.25 5.79
H -4.23 41.90 8.67
H -5.34 41.94 7.75
H -5.07 43.53 8.53
C -5.29 38.32 7.47
S -6.33 38.75 6.07
O -6.87 37.39 5.57
C -7.77 39.74 6.76
H -4.99 39.30 7.78
H -4.53 37.76 6.90
H -5.86 37.72 8.17
H -7.63 40.78 6.76
H -7.95 39.45 7.94
H -8.61 39.60 6.17
C -6.51 44.74 3.89
S -6.92 45.82 2.62
O -7.40 46.97 3.36
C -5.34 46.39 2.08
H -5.68 44.97 4.52
H -6.16 43.63 3.37
H -7.34 44.52 4.46
H -5.46 46.98 1.15
H -4.43 45.71 1.83
H -4.81 46.93 2.72
C -1.25 40.85 2.20
C -2.43 40.99 3.20
C -3.08 39.91 3.87
C -2.41 38.62 3.73
C -1.38 38.43 2.77
C -0.75 39.64 1.99
H -0.83 41.86 1.91
H -2.93 41.94 3.39
H -3.94 39.94 4.54
H -2.80 37.75 4.23
H -0.92 37.52 2.59
H -0.18 39.52 1.15
*
```

---

3.
Entry from OMol25: C6H10 in the gas phase (ωB97M-V/def2-TZVPD).

Results
- E_LUMO (Eh) = 0.04746
- HOMO (eV) = -9.86
- SMILES string = C1C[C@H]2CC[C@@H]12
- ΔE to the lowest compared entry with this formula, charge and spin (eV) = 1.283
- frontier orbital gap (eV) = 11.15

Structure (ORCA input):
```
! wB97M-V def2-TZVPD RIJCOSX def2/J DEFGRID3
* xyz 0 1
C 0.21 -0.17 1.49
C -0.07 -1.41 0.60
C 0.45 -0.65 -0.64
C -0.62 0.20 -1.38
C -0.31 1.43 -0.48
C 0.76 0.60 0.27
H -0.67 0.27 1.97
H 0.98 -0.37 2.25
H 0.56 -2.27 0.87
H -1.10 -1.76 0.53
H 1.18 -1.20 -1.23
H -0.42 0.40 -2.44
H -1.64 -0.20 -1.30
H -1.14 1.79 0.14
H 0.10 2.28 -1.04
H 1.74 1.06 0.38
*
```

---

4.
Entry from OMol25: a molecular structure, C35H35CoN4O3PS2 (ωB97M-V/def2-TZVPD).

Results
- E_LUMO (spin up / spin down) (Eh) = -0.01562 / -0.01596
- HOMO (spin up / spin down) (eV) = -7.49 / -7.55
- ΔE to the lowest compared entry with this formula, charge and spin (eV) = 0.059
- frontier orbital gap (spin up / spin down) (eV) = 7.06 / 7.12

Structure (ORCA input):
```
! wB97M-V def2-TZVPD RIJCOSX def2/J DEFGRID3
* xyz 0 4
Co -0.07 0.63 -1.02
C -3.48 0.35 -1.68
O -2.36 1.13 -1.23
C -2.62 2.31 -0.60
C -3.87 2.70 -0.14
C -4.01 3.91 0.52
C -2.92 4.73 0.73
C -1.67 4.35 0.26
C -1.52 3.15 -0.41
N -0.27 2.67 -0.92
N 0.58 3.59 -1.11
C 1.85 3.33 -1.51
C 2.42 2.03 -1.67
O 1.82 0.93 -1.47
C 3.81 1.96 -2.07
C 4.54 3.06 -2.29
C 4.00 4.38 -2.15
C 4.79 5.52 -2.39
C 4.26 6.78 -2.26
C 2.92 6.92 -1.88
C 2.13 5.82 -1.64
C 2.65 4.52 -1.76
H -4.12 0.97 -2.31
H -4.03 -0.04 -0.83
H -3.05 -0.47 -2.23
H -4.73 2.06 -0.29
H -4.99 4.21 0.88
H -3.03 5.67 1.26
H -0.79 4.97 0.42
H 4.22 0.96 -2.18
H 5.58 2.97 -2.59
H 5.82 5.38 -2.69
H 4.87 7.65 -2.44
H 2.49 7.91 -1.77
H 1.09 5.94 -1.36
C -2.42 0.81 2.66
N -1.21 0.09 3.01
C -1.07 -0.35 4.39
C -0.16 -1.56 4.46
C 1.14 -1.24 3.76
N 0.88 -0.76 2.41
C 2.00 -0.81 1.49
C -0.23 -0.07 2.09
O -0.38 0.43 0.95
H -3.28 0.28 3.08
H -2.52 0.83 1.58
H -2.40 1.84 3.04
H -2.07 -0.60 4.75
H -0.69 0.46 5.02
H -0.65 -2.41 3.97
H 0.03 -1.83 5.50
H 1.76 -2.14 3.68
H 1.71 -0.50 4.33
H 2.52 -1.76 1.63
H 2.71 0.01 1.67
H 1.66 -0.76 0.46
S -2.49 -2.19 0.52
P -1.11 -2.75 -0.76
S -0.39 -1.42 -2.14
C -1.66 -4.19 -1.75
C -2.63 -5.04 -1.22
C -3.00 -6.18 -1.90
C -2.42 -6.49 -3.12
C -1.46 -5.65 -3.66
C -1.08 -4.50 -2.98
C 0.34 -3.46 0.10
C 1.56 -3.61 -0.56
C 2.63 -4.21 0.08
C 2.50 -4.67 1.39
C 1.29 -4.52 2.05
C 0.21 -3.91 1.41
H -3.09 -4.78 -0.27
H -3.76 -6.83 -1.48
H -2.72 -7.39 -3.65
H -1.01 -5.88 -4.62
H -0.35 -3.83 -3.41
H 1.67 -3.24 -1.57
H 3.57 -4.32 -0.44
H 3.33 -5.14 1.88
H 1.18 -4.88 3.06
H -0.74 -3.79 1.91
*
```

---

5.
Entry from OMol25: a molecular structure, C10H20CaInNO4 (ωB97M-V/def2-TZVPD).

Results
- E_LUMO (Eh) = -0.05951
- HOMO (eV) = -5.11
- frontier orbital gap (eV) = 3.49

Structure (ORCA input):
```
! wB97M-V def2-TZVPD RIJCOSX def2/J DEFGRID3
* xyz 0 1
C 3.38 1.00 -1.91
C 2.99 -0.40 -1.51
N 1.97 -0.48 -0.44
C 1.97 -1.79 0.25
C 0.56 -2.25 0.68
In -1.19 -0.85 1.11
C -1.91 0.35 -0.68
C -3.06 1.28 -0.19
C -4.40 0.70 -0.57
O -2.90 2.66 -0.71
C -3.04 -1.93 1.75
O -4.03 -1.17 1.93
O -2.93 -3.19 1.81
C 2.02 0.60 0.44
C 2.88 0.66 1.65
O 1.22 1.52 0.20
H 3.98 0.98 -2.81
H 3.98 1.50 -1.15
H 2.51 1.63 -2.12
H 2.63 -0.93 -2.38
H 3.90 -0.91 -1.19
H 2.37 -2.49 -0.47
H 2.64 -1.84 1.11
H 0.20 -2.90 -0.12
H 0.66 -2.89 1.55
H -0.72 0.47 2.33
H -2.31 -0.33 -1.41
H -1.06 0.88 -1.12
H -3.04 1.38 0.91
H -4.39 -0.35 -0.32
H -4.50 0.80 -1.65
H -5.21 1.18 -0.04
H -3.52 2.78 -1.43
H 2.24 0.47 2.51
H 3.29 1.66 1.72
H 3.65 -0.09 1.62
Ca -0.82 2.29 0.64
*
```

---

6.
Entry from OMol25: 2 unconnected molecules or ions with the total composition C7H14N2OSi (ωB97M-V/def2-TZVPD).

Results
- E_LUMO (Eh) = -0.04986
- HOMO (eV) = -8.70
- ΔE to the lowest compared entry with this formula, charge and spin (eV) = 2.972
- frontier orbital gap (eV) = 7.34

Structure (ORCA input):
```
! wB97M-V def2-TZVPD RIJCOSX def2/J DEFGRID3
* xyz 0 1
C 3.17 1.13 -0.81
C 2.59 0.60 0.26
C 2.66 -0.87 -1.41
C -3.12 -0.26 -1.02
C -2.01 -0.34 2.03
C -0.85 1.80 -0.19
C 1.47 -1.59 0.60
N 3.24 0.21 -1.82
N 2.26 -0.73 -0.07
O -0.51 -1.14 -0.38
Si -1.50 0.02 0.11
H 3.54 2.14 -0.84
H 2.54 0.99 1.29
H 2.35 -1.75 -1.83
H -4.01 -0.86 -0.56
H -3.49 0.63 -1.48
H -2.73 -0.97 -1.83
H -2.72 -1.16 2.09
H -0.99 -0.75 2.36
H -2.44 0.46 2.66
H -0.33 1.68 -1.16
H -1.46 2.65 -0.27
H -0.09 2.06 0.58
H 1.37 -2.62 0.14
H 1.07 -1.35 1.53
*
```

---

Record order is preserved below.
Maximum force: 0.06784, 0.17449, 0.01141, 0.00356, 0.04096, 0.08965 Eh/bohr